# 1
Entry from the OMol25 dataset: C33H44InN9O23V as an isolated structure at a distorted geometry (ωB97M-V/def2-TZVPD).

Element x y z (Å)
O1 -0.89792 3.49054 -3.09305
V1 -0.26435 2.04939 -2.76994
O2 -1.32834 0.92972 -3.18202
In1 3.30206 -0.06859 -4.63629
O3 1.65296 0.69305 -2.27916
C1 1.73880 0.57499 -0.86183
C2 0.34943 0.67059 -0.03282
O4 -0.42943 1.82364 -0.42638
H1 2.39026 1.41970 -0.63781
H2 2.38061 -0.22541 -0.49367
H3 0.44215 0.68957 1.05307
H4 -0.16488 -0.28325 -0.15012
C3 -0.83468 2.96721 -6.20583
C4 0.49766 2.16596 -6.15428
O5 0.96125 2.01927 -4.84005
H5 -1.65521 2.53084 -5.63625
H6 -1.16020 3.09912 -7.23769
H7 -0.73145 3.99860 -5.86867
H8 1.22688 2.65833 -6.79764
H9 0.33994 1.17108 -6.57073
C5 5.56189 3.10767 -1.32784
N1 5.45895 3.09610 -2.80026
O6 5.14213 2.02061 -3.30064
O7 5.58378 4.16983 -3.38598
H10 4.78659 2.44847 -0.93734
H11 5.44110 4.11666 -0.93358
H12 6.48659 2.70336 -0.91606
C6 0.74193 3.19387 3.26506
N2 2.19767 3.13746 3.54719
O8 2.98080 2.76995 2.67814
O9 2.54365 3.30754 4.72086
H13 0.58917 3.79054 2.36576
H14 0.20734 3.60556 4.12111
H15 0.53591 2.14615 3.04608
C7 -0.94451 -2.32414 -2.64407
N3 -0.16194 -2.45729 -3.88501
O10 -0.42565 -3.40430 -4.61619
O11 0.69664 -1.67582 -4.15400
H16 -0.35470 -1.92102 -1.82083
H17 -1.42088 -3.27926 -2.42289
H18 -1.73116 -1.59626 -2.84278
C8 5.97146 -2.44145 -1.12547
N4 5.65274 -0.93214 -1.22177
O12 4.86923 -0.54768 -2.04537
O13 6.32053 -0.10045 -0.64073
H19 5.08745 -3.05642 -1.29405
H20 6.38113 -2.52531 -0.11887
H21 6.75182 -2.72185 -1.83294
C9 2.77646 -0.76587 2.93713
N5 2.89012 -0.46977 4.33979
O14 4.02171 -0.53020 4.80454
O15 1.85013 -0.19680 4.93974
H22 2.79300 -1.85190 2.84558
H23 3.58125 -0.34118 2.33708
H24 1.81487 -0.35543 2.62893
C10 -3.39051 -0.33593 3.30360
C11 -3.58400 -1.18490 4.41481
C12 -2.56883 -2.01038 4.89259
C13 -1.38350 -2.21653 4.15646
C14 -1.28266 -1.39723 3.01041
C15 -2.12860 -0.33088 2.69650
N6 -0.35081 -3.14551 4.52380
O16 -0.44189 -3.61906 5.63666
O17 0.50111 -3.46089 3.75351
H25 -4.24518 0.20935 2.93128
H26 -4.55336 -1.12322 4.88695
H27 -2.66333 -2.73373 5.68897
H28 -0.41523 -1.48562 2.37312
H29 -2.01708 0.27965 1.81264
C16 -4.92880 -2.04354 -0.81816
C17 -6.04859 -1.54877 -1.36216
C18 -6.08116 -0.22548 -1.85452
C19 -5.01489 0.58648 -1.69474
C20 -3.84677 0.03355 -1.08626
C21 -3.78064 -1.31376 -0.68352
N7 -4.99258 1.99172 -2.20555
O18 -6.04849 2.43570 -2.65974
O19 -3.94378 2.59804 -2.27790
H30 -4.98410 -3.05352 -0.43963
H31 -6.86005 -2.20278 -1.64535
H32 -6.96721 0.09456 -2.38262
H33 -2.91679 0.57128 -0.97497
H34 -2.84212 -1.70653 -0.32113
C22 -3.33825 4.62224 0.09529
C23 -3.14407 3.49912 0.83969
C24 -2.66611 3.54339 2.17882
C25 -2.70592 4.79381 2.84265
C26 -2.95648 5.94424 2.05637
C27 -3.14273 5.89754 0.69202
N8 -2.31280 4.91953 4.30351
O20 -2.36418 3.88494 4.98316
O21 -1.86331 6.01089 4.68006
H35 -3.48317 4.61964 -0.97494
H36 -3.11731 2.54547 0.33348
H37 -2.37756 2.61267 2.64454
H38 -2.75232 6.90809 2.49875
H39 -3.16283 6.78745 0.08042
C28 2.12390 -7.74227 -0.07648
C29 1.08806 -7.38097 0.78289
C30 0.79995 -6.01540 0.91433
C31 1.57637 -5.05664 0.18256
C32 2.58732 -5.47313 -0.74056
C33 2.87189 -6.81013 -0.82418
N9 1.34563 -3.58476 0.35515
O22 2.34107 -2.88065 0.57643
O23 0.20084 -3.11606 0.27615
H40 2.29424 -8.78944 -0.27856
H41 0.58900 -8.06047 1.45788
H42 0.01913 -5.76165 1.61599
H43 3.18602 -4.75724 -1.28412
H44 3.65075 -7.31585 -1.37556

Total charge: +1
Calculated total energy in Ha: -4639.931125
Energy relative to the best compared isomer or geometry (same formula, charge and spin) in eV: 0.000
HOMO energy in eV: -11.680
HOMO-LUMO gap in eV: 2.97
M in g mol⁻¹: 1100.5

=====

# 2
Entry from the OMol25 dataset: a 5-piece molecular cluster, C2H14NO4 overall at a distorted geometry (ωB97M-V/def2-TZVPD).

Element x y z (Å)
C1 -1.21383 1.52003 0.68835
C2 -1.98848 0.50537 0.27393
N1 0.23272 1.25721 0.72509
H1 -1.41086 2.56022 0.80912
H2 -3.03670 0.54361 0.02472
H3 -1.73135 -0.46003 0.17152
H4 0.54345 1.45091 -0.20391
H5 0.56409 2.10571 1.40652
H6 0.62291 0.39258 1.03814
H7 1.33954 -2.23449 0.43445
H8 -0.13738 -2.15029 -0.26182
O1 0.67328 -1.65831 -0.11575
H9 0.05755 -0.13606 3.60746
H10 1.54471 0.34086 3.41763
O2 0.74402 -0.08813 2.90433
H11 0.46234 0.26756 -1.69120
H12 1.74492 0.82019 -2.27209
O3 0.85470 0.98207 -1.94874
H13 0.30604 -2.76733 -2.96628
H14 -0.17529 -1.29318 -3.39730
O4 0.00363 -1.95848 -2.64418

Total charge: +2
⟨S²⟩: 0.753
Spin multiplicity: 2
Calculated total energy in Ha: -439.459114
Energy relative to the best compared isomer or geometry (same formula, charge and spin) in eV: 3.086
HOMO energy (alpha / beta) in eV: -17.940 / -17.892
HOMO-LUMO gap (alpha / beta) in eV: 7.89 / 3.20
M in g mol⁻¹: 116.1

=====

- energy relative to the best compared isomer or geometry (same formula, charge and spin) of number 2 (C2H14NO4)?
  3.086 eV

=====

What did the second record say?
Entry from the OMol25 dataset: a 5-piece molecular cluster, C2H14NO4 overall at a distorted geometry (ωB97M-V/def2-TZVPD).

Element x y z (Å)
C1 -1.21383 1.52003 0.68835
C2 -1.98848 0.50537 0.27393
N1 0.23272 1.25721 0.72509
H1 -1.41086 2.56022 0.80912
H2 -3.03670 0.54361 0.02472
H3 -1.73135 -0.46003 0.17152
H4 0.54345 1.45091 -0.20391
H5 0.56409 2.10571 1.40652
H6 0.62291 0.39258 1.03814
H7 1.33954 -2.23449 0.43445
H8 -0.13738 -2.15029 -0.26182
O1 0.67328 -1.65831 -0.11575
H9 0.05755 -0.13606 3.60746
H10 1.54471 0.34086 3.41763
O2 0.74402 -0.08813 2.90433
H11 0.46234 0.26756 -1.69120
H12 1.74492 0.82019 -2.27209
O3 0.85470 0.98207 -1.94874
H13 0.30604 -2.76733 -2.96628
H14 -0.17529 -1.29318 -3.39730
O4 0.00363 -1.95848 -2.64418

Total charge: +2
⟨S²⟩: 0.753
Spin multiplicity: 2
Calculated total energy in Ha: -439.459114
Energy relative to the best compared isomer or geometry (same formula, charge and spin) in eV: 3.086
HOMO energy (alpha / beta) in eV: -17.940 / -17.892
HOMO-LUMO gap (alpha / beta) in eV: 7.89 / 3.20
M in g mol⁻¹: 116.1

=====

- Among the records above, which one has the lowest calculated total energy?
  C33H44InN9O23V